{"formula": "C57H65FN5O3P2PbS", "method": "ωB97M-V/def2-TZVPD", "de_lowest_kcal_mol": 0.00, "charge": 1, "homo_ev": -7.951, "orbital_gap_ev": 4.72, "symbols": ["Pb", "F", "C", "C", "C", "C", "O", "C", "C", "N", "C", "C", "C", "C", "C", "C", "N", "C", "C", "N", "C", "C", "C", "O", "O", "H", "H", "H", "H", "H", "H", "H", "H", "H", "H", "H", "H", "H", "H", "H", "H", "H", "H", "C", "S", "C", "C", "C", "N", "P", "C", "C", "C", "C", "C", "C", "C", "C", "C", "C", "C", "C", "P", "C", "C", "C", "C", "C", "C", "C", "C", "C", "C", "C", "C", "H", "H", "H", "H", "H", "H", "H", "H", "H", "H", "H", "H", "H", "H", "H", "H", "H", "H", "H", "H", "H", "H", "H", "H", "H", "H", "H", "H", "H", "C", "C", "C", "C", "C", "C", "C", "C", "N", "C", "C", "C", "C", "H", "H", "H", "H", "H", "H", "H", "H", "H", "H", "H", "H", "H", "H", "H", "H", "H", "H"], "positions_angstrom": [[-0.975169, -0.657554, -1.618707], [6.092654, -0.643987, -3.440943], [5.632210, -0.449316, -2.179086], [4.289856, -0.305027, -1.995771], [3.771104, -0.040870, -0.731469], [2.307670, 0.057573, -0.552621], [1.574968, -0.199294, -1.514068], [1.881429, 0.469334, 0.756366], [2.818372, 0.636985, 1.725139], [4.146991, 0.406172, 1.590335], [5.030919, 0.577849, 2.720567], [5.681798, -0.637011, 3.322236], [4.585820, 0.076637, 4.054101], [4.656342, 0.095558, 0.337184], [6.028767, -0.096490, 0.139001], [6.543596, -0.380490, -1.114098], [7.925771, -0.648216, -1.268988], [8.902656, 0.089520, -0.485385], [9.896231, -0.915663, 0.103962], [9.940036, -2.096966, -0.835792], [9.910918, -1.620704, -2.262426], [8.496877, -1.081200, -2.540095], [0.449986, 0.745699, 1.186154], [0.283711, 1.272708, 2.278459], [-0.487319, 0.406322, 0.381505], [3.612357, -0.392290, -2.836548], [2.483664, 0.960508, 2.701689], [5.605521, 1.496461, 2.692876], [6.697851, -0.538442, 3.683951], [5.435603, -1.596742, 2.885900], [4.834422, 0.676099, 4.917406], [3.628011, -0.423472, 4.107919], [6.673967, -0.062118, 1.003585], [8.439029, 0.646786, 0.319129], [9.425867, 0.820226, -1.112387], [9.584263, -1.291528, 1.075503], [10.903723, -0.512326, 0.176186], [9.091726, -2.644499, -0.676417], [10.744639, -2.691780, -0.645158], [10.158602, -2.452422, -2.915364], [10.685344, -0.863227, -2.350173], [7.885772, -1.873830, -2.961064], [8.566257, -0.280343, -3.281489], [-5.675679, 4.032804, 3.842798], [-5.808981, 5.257857, 2.523766], [-6.362930, 4.209666, 1.143702], [-5.255582, 3.719094, 0.217505], [-4.196962, 2.919558, 0.962872], [-3.208367, 2.265008, 0.072565], [-3.296938, 0.574798, -0.114925], [-5.021265, 0.356148, -0.715114], [-5.232713, 0.346366, -2.094332], [-6.516076, 0.301311, -2.622731], [-7.611505, 0.253543, -1.771552], [-7.415713, 0.233920, -0.396140], [-6.131203, 0.280017, 0.127331], [-3.346160, -0.175063, 1.534298], [-2.806997, 0.457673, 2.646926], [-2.778092, -0.195523, 3.871994], [-3.268915, -1.488214, 3.985210], [-3.782602, -2.137232, 2.867847], [-3.819762, -1.483560, 1.646124], [-1.632740, 3.043929, -0.035251], [-2.095172, 4.818464, -0.166219], [-1.937025, 5.570433, 0.997837], [-2.249237, 6.924312, 1.021780], [-2.702764, 7.545922, -0.132064], [-2.843414, 6.812878, -1.306080], [-2.543723, 5.459815, -1.321809], [-1.248112, 2.686100, -1.793515], [0.096921, 2.627082, -2.149775], [0.472199, 2.358565, -3.459783], [-0.496981, 2.132839, -4.428851], [-1.842468, 2.195468, -4.085048], [-2.213292, 2.473782, -2.775750], [-5.474779, 4.580889, 4.762306], [-4.863675, 3.326827, 3.670025], [-6.615717, 3.493899, 3.957877], [-7.077339, 4.811190, 0.582671], [-6.914548, 3.367681, 1.571173], [-4.790645, 4.571444, -0.279961], [-5.698767, 3.089047, -0.558901], [-4.681588, 2.153950, 1.572061], [-3.679942, 3.580102, 1.664389], [-4.382698, 0.374666, -2.768645], [-6.659362, 0.293495, -3.696204], [-8.614795, 0.223798, -2.177764], [-8.266492, 0.179754, 0.272248], [-5.994292, 0.244750, 1.201794], [-2.368667, 1.444814, 2.549603], [-2.353170, 0.302860, 4.733856], [-3.238677, -1.997941, 4.940295], [-4.151770, -3.152059, 2.948332], [-4.216294, -1.996654, 0.775794], [-1.570610, 5.084376, 1.895925], [-2.137808, 7.489900, 1.938276], [-2.943427, 8.601727, -0.121381], [-3.191252, 7.298096, -2.210149], [-2.662232, 4.900929, -2.242052], [0.855362, 2.775197, -1.387150], [1.521581, 2.313107, -3.723392], [-0.206389, 1.913714, -5.448830], [-2.603592, 2.034043, -4.839868], [-3.261604, 2.545546, -2.509124], [0.194729, -7.226527, 0.764585], [0.298956, -5.721219, 0.714850], [1.202399, -5.045265, 1.518781], [1.252904, -3.652913, 1.471221], [2.209379, -2.915986, 2.377518], [0.420076, -2.957927, 0.611001], [-0.510346, -3.604915, -0.234845], [-0.539691, -5.011081, -0.137187], [-1.325249, -2.862697, -1.069171], [-2.380870, -3.554495, -1.842149], [-1.797271, -4.423287, -2.967093], [-3.338606, -4.371250, -0.931870], [-3.249801, -2.497719, -2.526530], [0.941864, -7.652705, 1.434518], [0.337163, -7.665412, -0.225408], [-0.790178, -7.538361, 1.119148], [1.846465, -5.593245, 2.198967], [2.605172, -3.583759, 3.144849], [1.709398, -2.081315, 2.874181], [3.056836, -2.512734, 1.812640], [0.444228, -1.875370, 0.621594], [-1.231604, -5.588272, -0.728249], [-1.105910, -5.178917, -2.598077], [-1.250108, -3.788255, -3.669452], [-2.597540, -4.929621, -3.514785], [-3.155660, -5.444860, -0.967052], [-4.376914, -4.219092, -1.236977], [-3.237873, -4.048014, 0.105417], [-2.692195, -1.905177, -3.260746], [-3.709345, -1.834825, -1.789671], [-4.057722, -2.980301, -3.077915]], "forces_ev_per_a": [[0.16, 0.07, -0.06], [-0.07, 0.01, 0.01], [0.10, 0.09, -0.06], [-0.12, -0.07, -0.11], [-0.09, -0.03, 0.06], [0.00, -0.03, -0.01], [0.01, -0.14, -0.07], [0.06, 0.06, -0.05], [0.06, -0.07, 0.08], [0.09, 0.01, -0.07], [-0.07, -0.02, -0.09], [0.08, -0.04, 0.01], [-0.06, -0.02, 0.07], [-0.03, 0.03, 0.16], [-0.02, -0.03, 0.12], [0.01, -0.07, -0.06], [0.05, 0.05, 0.10], [-0.02, 0.04, -0.13], [0.03, -0.07, -0.05], [-0.05, 0.11, -0.03], [-0.04, -0.05, 0.07], [0.03, -0.06, 0.10], [-0.10, 0.01, 0.15], [0.08, -0.09, -0.06], [0.06, -0.24, -0.01], [0.01, 0.01, 0.04], [-0.01, -0.01, 0.00], [-0.01, 0.02, 0.00], [-0.03, 0.00, 0.00], [-0.02, 0.03, -0.01], [0.01, 0.00, -0.01], [0.03, 0.01, -0.01], [0.05, -0.01, -0.03], [-0.07, 0.03, 0.01], [0.02, 0.02, -0.01], [-0.02, -0.02, 0.01], [0.03, -0.01, 0.01], [0.00, -0.03, 0.01], [0.03, 0.02, -0.01], [0.01, -0.03, -0.02], [0.03, 0.03, 0.00], [-0.01, -0.01, 0.01], [0.02, 0.01, -0.02], [0.04, 0.01, 0.00], [-0.04, -0.02, -0.03], [0.03, -0.01, 0.03], [0.02, -0.02, 0.00], [0.09, -0.07, -0.09], [-0.14, -0.01, 0.21], [-0.24, 0.13, -0.25], [-0.04, 0.07, 0.09], [0.00, 0.08, -0.02], [0.04, -0.02, 0.05], [0.02, 0.01, 0.03], [0.01, -0.01, -0.03], [0.01, -0.03, 0.00], [-0.08, -0.11, -0.05], [0.06, 0.09, 0.02], [0.00, -0.02, -0.03], [0.00, -0.01, -0.02], [0.01, 0.04, -0.01], [0.01, -0.01, 0.09], [0.15, 0.14, 0.05], [-0.13, 0.02, -0.07], [-0.05, 0.02, -0.04], [-0.01, -0.04, -0.04], [0.01, -0.03, -0.01], [0.00, 0.02, 0.03], [0.00, 0.03, 0.00], [0.03, 0.07, 0.01], [0.00, -0.04, -0.03], [-0.03, 0.01, -0.06], [0.05, 0.01, 0.07], [-0.05, -0.02, 0.06], [-0.03, 0.04, -0.13], [0.00, -0.02, -0.01], [-0.02, 0.00, 0.02], [0.01, 0.00, 0.01], [-0.01, -0.02, -0.03], [-0.01, 0.02, -0.01], [0.02, 0.00, 0.00], [-0.02, -0.01, -0.03], [-0.02, -0.03, 0.02], [0.02, -0.02, 0.02], [0.01, 0.02, 0.02], [0.01, 0.01, 0.02], [0.02, -0.01, 0.01], [0.02, 0.00, -0.02], [0.02, 0.03, -0.01], [-0.02, -0.06, 0.02], [0.00, 0.00, -0.01], [-0.01, 0.01, -0.02], [0.01, 0.01, 0.00], [-0.01, 0.03, 0.02], [0.01, 0.00, -0.01], [0.00, -0.01, -0.02], [0.00, -0.02, 0.00], [0.01, 0.00, 0.02], [0.01, 0.03, 0.03], [-0.02, 0.00, -0.01], [0.00, -0.01, 0.01], [0.00, 0.00, 0.02], [0.02, 0.01, 0.02], [0.00, -0.07, 0.01], [0.01, 0.05, 0.00], [-0.06, -0.04, -0.03], [0.01, 0.05, -0.01], [0.04, -0.01, 0.00], [-0.04, 0.05, -0.03], [-0.07, -0.01, -0.06], [0.00, -0.08, 0.05], [0.07, -0.08, 0.03], [0.05, 0.07, 0.08], [-0.02, -0.01, 0.08], [0.07, -0.03, -0.07], [-0.03, -0.01, 0.01], [-0.05, 0.04, -0.01], [-0.01, 0.01, -0.01], [0.00, 0.02, 0.02], [0.01, 0.01, 0.00], [-0.02, 0.02, -0.01], [-0.01, 0.03, -0.02], [0.01, 0.03, -0.01], [0.01, 0.03, -0.01], [-0.01, 0.07, 0.03], [0.08, 0.03, 0.09], [-0.04, 0.06, -0.08], [-0.02, -0.03, 0.00], [0.02, 0.02, 0.02], [-0.03, 0.05, 0.00], [0.04, 0.01, 0.00], [0.00, -0.03, -0.03], [-0.02, -0.01, 0.01], [0.01, 0.00, -0.03], [0.00, 0.00, 0.01]]}

{"formula": "C9H10BF2N3O4", "method": "ωB97M-V/def2-TZVPD", "charge": 0, "homo_ev": -9.588, "orbital_gap_ev": 6.98, "symbols": ["C", "C", "N", "C", "C", "C", "C", "C", "N", "N", "H", "H", "H", "H", "H", "H", "H", "H", "H", "H", "B", "O", "C", "O", "C", "O", "O", "F", "F"], "positions_angstrom": [[-0.317715, -3.047733, 0.057216], [-0.527232, -1.853830, 0.756358], [-1.023468, -0.724118, -0.104952], [-0.087616, 0.215156, -0.452888], [-0.561646, 1.302853, -1.334455], [-1.959119, 1.200544, -1.675350], [-2.808785, 0.117578, -1.178576], [-4.335876, -0.018078, -1.546640], [-5.130894, 0.213801, -0.324748], [-2.287406, -0.825831, -0.381840], [-0.992679, -3.926645, 0.148577], [0.544628, -3.048545, -0.659027], [-0.367402, -1.738921, 1.848459], [1.004342, 0.170140, -0.126339], [0.115614, 2.098541, -1.700979], [-2.437885, 1.968868, -2.323188], [-4.556481, 0.727177, -2.346046], [-4.502876, -1.061625, -1.919354], [-5.210768, -0.631251, 0.241388], [-4.629034, 0.890878, 0.256970], [5.233727, 1.385406, 2.163073], [5.105617, 1.628804, 0.702715], [4.121918, 0.877993, 0.257940], [3.746052, 0.834436, -0.891795], [3.543280, 0.096759, 1.391849], [2.621091, -0.686046, 1.306604], [4.182267, 0.386409, 2.498320], [5.012154, 2.578772, 2.875746], [6.506195, 0.868509, 2.460958]], "forces_ev_per_a": [[0.14, 1.33, 0.20], [-0.70, -2.12, -0.66], [5.21, 0.84, 1.42], [-1.38, 1.97, -1.90], [-1.81, -2.37, 1.04], [0.85, -0.15, 0.50], [1.07, 0.58, -0.78], [1.33, -0.23, 0.76], [0.40, 0.11, -0.19], [-0.86, 0.98, -1.16], [1.79, -0.10, 1.35], [-1.95, 0.30, -0.89], [-1.59, 0.23, -0.68], [-1.49, -0.55, -0.06], [-0.58, -0.68, 0.35], [0.50, -0.70, 0.52], [-0.01, -0.59, 0.63], [0.08, 1.04, 0.20], [0.09, 0.19, -0.34], [-0.52, -0.15, -0.18], [1.66, 1.02, 1.36], [-0.71, -0.59, -0.10], [1.05, 1.24, -1.53], [-0.44, -0.17, 0.25], [-0.35, -0.81, 1.75], [-0.50, 0.08, -0.36], [-0.45, -0.20, -0.82], [-0.06, -0.67, -0.45], [-0.79, 0.18, -0.24]]}